{"formula": "C21H44BrO9", "method": "ωB97M-V/def2-TZVPD", "symbols": ["Br", "O", "O", "O", "O", "O", "O", "O", "O", "O", "C", "C", "C", "C", "C", "C", "C", "C", "C", "C", "C", "C", "C", "C", "C", "C", "C", "C", "C", "C", "C", "H", "H", "H", "H", "H", "H", "H", "H", "H", "H", "H", "H", "H", "H", "H", "H", "H", "H", "H", "H", "H", "H", "H", "H", "H", "H", "H", "H", "H", "H", "H", "H", "H", "H", "H", "H", "H", "H", "H", "H", "H", "H", "H", "H"], "xyz": [[-2.2465, -10.2490, -5.9578], [-3.8011, -3.2894, -3.6666], [-6.0083, -1.7858, -2.1808], [-0.1848, -1.1984, 0.6667], [-2.4339, 0.7349, 1.4299], [7.6434, 2.2236, 2.8425], [4.9181, 3.1921, 3.8428], [0.1410, 1.1551, 3.0738], [6.6103, 5.3809, 2.4662], [-4.5753, -0.0702, -4.3159], [-2.0483, 0.2095, 2.6880], [-2.8078, -4.0745, -3.0392], [-1.0195, -0.4497, -0.2004], [6.3835, 1.5915, 2.6832], [5.8411, 5.4703, 3.6524], [-5.1260, 0.7855, -5.2859], [-0.3545, -2.5924, 0.5196], [-6.0925, -2.5906, -3.3515], [8.5482, 1.4621, 3.6076], [-3.0332, -9.1051, -4.4975], [-4.3116, -7.1005, -5.5815], [5.8115, 4.1493, 4.3874], [-1.4352, 0.8589, 0.4301], [-4.9459, 0.2835, -2.9954], [5.2654, 2.6043, 2.5958], [-5.1147, -3.7420, -3.3800], [-3.7343, -8.0554, -5.0962], [-4.9004, -0.9121, -2.0710], [-1.2022, 1.1441, 3.5221], [6.2243, 6.3236, 1.4937], [0.8126, 2.3532, 3.3858], [-4.2390, 1.0429, -2.6295], [-6.2201, 0.8126, -5.2131], [-0.5669, 1.4101, 0.7981], [-3.9582, -1.4553, -2.1758], [6.1847, 0.9083, 3.5164], [-0.4581, -0.2375, -1.1207], [-1.9162, -1.0221, -0.4644], [8.1306, 1.2246, 4.5932], [-2.8000, -5.0956, -3.4338], [-5.9580, 0.7067, -2.9838], [5.4751, 3.3652, 1.8419], [-4.6590, -6.1998, -6.0185], [9.4466, 2.0612, 3.7458], [-0.0299, -2.9321, -0.4700], [-6.0144, -1.9860, -4.2574], [-4.9444, -0.5309, -1.0471], [-2.1538, -8.6866, -4.0150], [-1.4002, -2.8813, 0.6740], [-1.6288, 2.1537, 3.4740], [8.8187, 0.5307, 3.0969], [4.8132, 5.7735, 3.4188], [-4.8529, 0.3916, -6.2631], [0.9204, 2.4731, 4.4702], [4.3675, 2.0711, 2.2750], [6.4192, 7.3485, 1.8317], [6.2941, 6.2298, 4.3051], [1.8029, 2.3042, 2.9372], [-7.0978, -3.0170, -3.3283], [-1.8452, -3.6068, -3.2435], [-4.7319, 1.8054, -5.1903], [-5.1439, -4.2646, -2.4177], [-2.9607, -4.1047, -1.9524], [6.8181, 3.7411, 4.4949], [-5.4118, -4.4452, -4.1676], [6.8112, 6.1295, 0.5981], [0.2838, 3.2180, 2.9669], [5.1616, 6.2207, 1.2447], [-1.8984, 1.4629, -0.3540], [-2.9868, 0.0549, 3.2252], [-1.2191, 0.8025, 4.5669], [0.2568, -3.0790, 1.2774], [6.4037, 1.0120, 1.7505], [5.4288, 4.3462, 5.3916], [-1.5647, -0.7639, 2.5839]], "lowdin_charge": [0.285, -0.201, -0.126, -0.198, -0.126, -0.199, -0.128, -0.197, -0.199, -0.194, -0.185, -0.106, -0.200, -0.200, -0.207, -0.121, -0.107, -0.180, -0.117, -0.684, -0.013, -0.186, -0.183, -0.204, -0.181, -0.198, -0.479, -0.192, -0.207, -0.115, -0.108, 0.123, 0.086, 0.120, 0.114, 0.127, 0.131, 0.117, 0.087, 0.087, 0.126, 0.122, -0.034, 0.087, 0.089, 0.120, 0.127, -0.045, 0.088, 0.126, 0.088, 0.127, 0.088, 0.090, 0.121, 0.087, 0.127, 0.076, 0.126, 0.083, 0.085, 0.129, 0.081, 0.120, 0.118, 0.088, 0.088, 0.088, 0.124, 0.128, 0.127, 0.087, 0.130, 0.127, 0.122], "charge": -1, "largest_force_ev_per_a": 0.470, "e_tot_ev": -110953.099}


{"formula": "C21H44F7N13O29PS", "method": "ωB97M-V/def2-TZVPD", "symbols": ["S", "P", "F", "F", "F", "F", "F", "F", "F", "O", "O", "O", "O", "O", "O", "O", "O", "O", "O", "O", "O", "O", "O", "O", "O", "O", "O", "O", "O", "O", "O", "O", "O", "O", "O", "O", "O", "O", "N", "N", "N", "N", "N", "N", "N", "N", "N", "N", "N", "N", "N", "C", "C", "C", "C", "C", "C", "C", "C", "C", "C", "C", "C", "C", "C", "C", "C", "C", "C", "C", "C", "C", "H", "H", "H", "H", "H", "H", "H", "H", "H", "H", "H", "H", "H", "H", "H", "H", "H", "H", "H", "H", "H", "H", "H", "H", "H", "H", "H", "H", "H", "H", "H", "H", "H", "H", "H", "H", "H", "H", "H", "H", "H", "H", "H", "H"], "xyz": [[0.3778, -0.4753, -2.3827], [6.8898, -0.9680, 0.7469], [-2.2476, -1.1716, 2.2413], [-1.9138, -2.2724, -0.2299], [0.0801, -1.4443, 0.5347], [-1.4388, 0.8933, 1.6628], [-2.2437, -0.7268, -2.1297], [-3.3953, -0.0286, 0.5493], [-1.3751, 1.1594, -1.2028], [-8.0123, -2.6670, -0.8206], [12.4397, -3.4416, 4.5571], [0.2603, 3.8655, -8.7273], [-7.5322, -0.9006, -1.9913], [0.4904, -1.8966, -2.8935], [-2.4491, -0.7658, 12.0652], [-12.3855, -0.4359, -2.7943], [0.2600, 0.4376, -3.6062], [-0.4288, -0.4630, 12.8063], [-6.2430, 2.4597, 3.2547], [-0.2954, 1.7727, -8.5503], [6.0475, -2.3082, 0.1272], [0.5030, -2.6221, -8.0812], [-8.6654, 1.1068, 0.0156], [10.9913, -2.0892, 5.4481], [6.8113, -1.0784, 2.2920], [5.6678, -3.4006, -9.2321], [1.2067, 4.9515, 2.1086], [-1.3014, 0.2367, 7.3415], [9.5017, 2.5100, 3.9138], [0.1303, -1.1308, 6.4460], [0.0980, 3.1482, 1.6051], [1.5953, -0.8019, -7.5525], [8.5310, -1.1873, 0.2711], [-12.9404, -2.5270, -2.5897], [9.5526, 0.5606, 2.9538], [-5.6650, 4.5440, 3.0496], [4.7001, -2.8462, -7.3660], [-10.1057, 2.4692, 0.9063], [-9.7549, 1.6611, 0.0654], [0.4439, 2.6746, -8.9128], [-7.4771, -1.5821, -0.9794], [-5.4981, 3.3484, 2.8768], [-0.9544, -0.5748, 6.4981], [3.1804, -0.4826, -2.2005], [-12.2028, -1.6329, -2.9658], [0.2791, 4.1773, 2.2519], [9.4285, 1.2923, 3.9250], [4.7157, -3.0101, -8.5786], [-1.3236, -0.2997, 11.9926], [11.3516, -2.8950, 4.6031], [0.6679, -1.5972, -7.4284], [-4.2740, 2.9436, 2.1384], [2.0658, 0.8553, -0.2400], [-1.9456, -0.9113, 5.4430], [4.4949, -0.2441, -1.6765], [-0.7265, 4.4993, 3.3004], [-1.0215, 0.5410, 10.8048], [-1.1507, -0.2317, -1.3421], [-10.7398, 1.3189, -0.9934], [4.7256, 0.5544, -0.3630], [6.2407, 0.7119, 0.1450], [1.9613, -0.0027, -1.5507], [-0.3509, -1.2925, -6.3915], [-10.9700, -2.0263, -3.6981], [1.6790, 2.2919, -9.6459], [9.1650, 0.6458, 5.2367], [3.4657, -2.7075, -9.3246], [3.4812, 1.1541, 0.3841], [-6.6898, -1.0484, 0.1634], [-2.0947, -0.2745, 1.1318], [-1.1867, -1.0617, 0.0363], [10.3703, -3.2341, 3.5390], [0.0088, 0.8861, 10.8715], [-3.4182, 3.3061, 2.7058], [-0.4427, 5.4294, 3.7894], [6.9374, 1.1969, -0.6197], [-11.6175, 0.9000, -0.5030], [-10.9844, 2.2377, -1.5252], [1.1190, 1.2518, 0.2642], [9.9801, 0.9172, 5.9065], [5.4135, -0.6623, -2.2244], [-11.0153, -1.5699, -4.6863], [-1.1642, -0.0771, 9.9195], [1.7110, 1.2074, -9.7372], [-0.3556, -2.1211, -5.6836], [-10.2915, 0.5918, -1.6674], [9.1262, -0.4325, 5.0947], [-1.3130, -1.1962, -6.8936], [5.1400, -2.3294, 0.5326], [8.2100, 1.0214, 5.6027], [3.1123, -1.0411, -3.0799], [-0.7325, 3.6755, 4.0138], [3.1506, -3.6238, -9.8230], [-10.1168, -1.6559, -3.1295], [10.1250, -2.3117, 3.0121], [6.2306, 1.4123, 1.0628], [-7.3675, -0.9442, 1.0093], [8.8766, -0.3437, -0.1039], [-4.3196, 3.4042, 1.1519], [1.6367, 2.7610, -10.6282], [-4.2448, 1.8587, 2.0554], [-1.7119, 1.3838, 10.8146], [-10.9393, -3.1116, -3.7755], [-6.2735, -0.0827, -0.1172], [-2.1872, 0.0099, 4.9138], [-5.8957, -1.7638, 0.3774], [2.7066, -2.3723, -8.6199], [10.8227, -3.9566, 2.8620], [3.6949, -1.9234, -10.0456], [-1.6912, 4.6024, 2.8054], [2.5290, 2.6559, -9.0698], [-1.5037, -1.6401, 4.7661], [3.6155, 1.7702, 1.3434], [9.4920, -3.6578, 4.0249], [-0.0806, -0.3630, -5.8946], [-2.8238, -1.3262, 5.9365]], "lowdin_charge": [0.872, 0.642, 0.091, 0.097, 0.096, 0.072, 0.088, 0.095, 0.083, 0.064, 0.079, 0.067, 0.048, -0.291, 0.059, 0.037, -0.297, 0.064, 0.077, 0.047, -0.183, 0.069, 0.032, 0.043, -0.342, 0.067, 0.096, 0.055, 0.061, 0.072, 0.007, 0.040, -0.161, 0.079, 0.029, 0.073, 0.037, 0.083, -0.426, -0.444, -0.439, -0.442, -0.440, 0.099, -0.433, -0.426, -0.436, -0.441, -0.449, -0.437, -0.410, 0.038, 0.075, 0.036, 0.071, 0.059, 0.035, -0.332, 0.041, -0.130, -0.176, -0.158, 0.048, 0.050, 0.042, 0.045, 0.040, 0.114, 0.018, -0.245, -0.214, 0.045, 0.096, 0.072, 0.107, 0.118, 0.106, 0.111, 0.098, 0.109, 0.169, 0.104, 0.078, 0.085, 0.097, 0.074, 0.076, 0.112, 0.094, 0.103, 0.183, 0.107, 0.109, 0.079, 0.086, 0.125, 0.100, 0.081, 0.111, 0.104, 0.072, 0.102, 0.099, 0.082, 0.091, 0.095, 0.036, 0.097, 0.106, 0.087, 0.102, 0.087, 0.143, 0.104, 0.072, 0.110], "charge": 1, "largest_force_ev_per_a": 8.713, "e_tot_ev": -140338.955}


{"formula": "C21H44GeN4O7SSi3Y", "method": "ωB97M-V/def2-TZVPD", "symbols": ["Y", "Ge", "S", "Si", "Si", "Si", "O", "O", "O", "O", "O", "O", "O", "N", "N", "N", "N", "C", "C", "C", "C", "C", "C", "C", "C", "C", "C", "C", "C", "C", "C", "C", "C", "C", "C", "C", "C", "C", "H", "H", "H", "H", "H", "H", "H", "H", "H", "H", "H", "H", "H", "H", "H", "H", "H", "H", "H", "H", "H", "H", "H", "H", "H", "H", "H", "H", "H", "H", "H", "H", "H", "H", "H", "H", "H", "H", "H", "H", "H", "H", "H", "H"], "xyz": [[0.5598, 1.1823, -0.1953], [0.3105, -2.0913, 0.1221], [-3.1506, 5.9493, 2.4505], [2.4647, -2.5246, -0.8608], [-1.5308, -3.2126, -0.9204], [0.3295, -2.4411, 2.4884], [4.0405, 1.0620, 2.1913], [-2.0669, 5.8904, 3.4193], [1.6413, 3.8121, -0.4129], [-2.9878, 6.9444, 1.4101], [-0.4058, 0.1191, -3.3752], [-4.4816, 5.8373, 3.0122], [2.4274, 0.6791, 0.6876], [-1.8495, 0.6471, -0.0140], [0.6003, 2.1188, 2.0842], [0.3673, 1.0627, -2.6690], [1.1848, 3.0492, -1.3205], [-1.4406, -4.9941, -0.3482], [-1.4068, -3.1422, -2.7903], [-2.3364, 1.9263, 0.4625], [-3.1992, -2.5157, -0.4099], [-2.9130, 4.3819, 1.5890], [-3.5668, 3.2398, 2.0366], [-1.7293, 3.0725, -0.0344], [-1.4064, -2.2193, 3.1651], [2.8037, -1.4204, -2.3364], [0.4891, 2.1860, -3.3085], [-2.0201, 4.3082, 0.5311], [3.8060, -2.3568, 0.4179], [-0.0374, 2.3666, -4.6937], [1.5971, 4.5683, -3.2129], [0.8759, -4.2158, 2.7320], [2.3661, -4.3088, -1.4349], [1.1266, 3.2927, -2.5977], [1.5169, -1.3014, 3.3690], [2.0355, 2.3192, 2.4074], [2.9379, 1.2708, 1.7478], [-3.2774, 2.0051, 1.4751], [2.4879, -1.2460, 2.8756], [-3.4547, -1.6007, -0.9480], [-2.0131, -0.0713, 0.6880], [-2.1973, -5.5818, -0.8755], [4.7627, -2.6333, -0.0348], [3.6386, -3.0260, 1.2645], [2.0858, -1.5742, -3.1463], [1.9025, -4.3626, 2.3911], [-0.4672, -5.4457, -0.5457], [-0.0053, -0.7283, -3.1412], [-0.4161, -3.4287, -3.1507], [3.3226, -4.6030, -1.8761], [1.5892, -4.4661, -2.1856], [0.0802, 3.3932, -5.0259], [-2.0993, -2.9413, 2.7283], [2.1691, -4.9809, -0.5967], [2.0684, 4.4009, -4.1810], [2.2311, 2.3130, 3.4782], [-4.2867, 3.3377, 2.8384], [3.8885, -1.3336, 0.7868], [-3.7548, 1.1029, 1.8441], [3.7930, -1.6572, -2.7376], [-1.4144, -2.3680, 4.2479], [1.6751, -1.6625, 4.3888], [-2.3123, 0.2985, -0.8497], [-1.0912, 2.0920, -4.7289], [0.7797, 5.2810, -3.3455], [0.1072, 3.0106, 2.1130], [-1.7996, -1.2161, 2.9761], [-2.1289, -3.8303, -3.2374], [-1.6455, -2.1455, -3.1678], [2.3210, 5.0225, -2.5379], [0.4851, 1.6990, -5.3807], [0.1704, 1.5467, 2.8046], [-1.0616, 3.0262, -0.8922], [0.8404, -4.4624, 3.7970], [-3.2592, -2.3162, 0.6616], [2.8154, -0.3631, -2.0649], [2.3352, 3.2874, 2.0077], [0.2371, -4.9241, 2.2027], [-1.5574, 5.2170, 0.1686], [1.1241, -0.2866, 3.4476], [-1.6423, -5.0740, 0.7219], [-3.9775, -3.2460, -0.6467]], "mulliken_spin": [0.215, 0.684, 0.000, -0.038, -0.025, -0.007, 0.001, 0.000, -0.001, 0.000, 0.008, 0.000, -0.042, -0.019, 0.012, 0.028, 0.004, 0.040, 0.003, 0.015, 0.007, 0.002, 0.000, -0.006, 0.001, 0.010, 0.011, -0.002, 0.010, -0.001, 0.001, 0.039, 0.045, -0.004, 0.002, 0.003, -0.008, 0.002, 0.001, 0.002, -0.023, 0.005, 0.001, -0.001, 0.002, -0.003, -0.003, 0.004, 0.001, 0.006, -0.004, 0.000, 0.001, -0.001, 0.000, 0.000, 0.000, 0.000, 0.001, -0.002, -0.001, -0.001, 0.034, 0.000, 0.000, 0.000, 0.001, -0.001, 0.001, 0.000, 0.000, -0.001, -0.001, 0.005, 0.001, -0.007, 0.000, -0.004, 0.000, 0.001, -0.004, -0.001], "largest_force_ev_per_a": 0.538, "multiplicity": 2, "de_lowest_ev": 1.388}